Formula: C6H15O3PS
Source: the Open Molecules 2025 dataset
Level of theory: wB97M-V/def2-TZVPD

Values from the calculation:
strongest force on any atom: 5.1 eV/A
energy relative to the best compared isomer or geometry (same formula, charge and spin): 138.9 kcal per mole
LUMO (spin up / spin down): -1.01 / -1.10 eV

The geometry in ORCA input format:
```
! wB97M-V def2-TZVPD RIJCOSX def2/J DEFGRID3
* xyz 0 1
C -0.405 0.629 1.073
C 1.932 -2.758 0.451
C 1.984 2.370 0.345
C -3.140 0.056 1.056
C -1.874 0.277 -1.559
C 2.604 -1.472 0.013
O 0.977 0.559 -1.520
O -1.298 -1.723 0.133
O 2.061 -0.351 0.719
P 1.143 0.777 -0.028
S -1.551 -0.306 0.192
H -1.722 2.411 0.041
H 2.215 -2.951 1.503
H 0.763 -2.725 0.307
H 2.310 -3.653 -0.073
H 1.239 3.148 0.308
H 2.027 2.242 1.485
H 2.949 2.641 0.075
H -3.089 -0.504 1.962
H -3.438 1.108 1.224
H -3.941 -0.466 0.310
H -2.155 -0.635 -1.954
H -2.757 0.846 -1.369
H -1.117 0.768 -2.113
H 2.491 -1.490 -1.067
H 3.656 -1.393 0.223
*
```

Need the Löwdin charges? In units of e they are:
1. C -0.290
2. C -0.084
3. C -0.149
4. C -0.193
5. C -0.151
6. C -0.298
7. O -0.376
8. O -0.377
9. O -0.271
10. P 0.516
11. S 0.616
12. H 0.173
13. H 0.074
14. H 0.094
15. H 0.074
16. H 0.031
17. H 0.071
18. H 0.024
19. H 0.040
20. H 0.055
21. H 0.120
22. H 0.032
23. H 0.023
24. H 0.034
25. H 0.102
26. H 0.110

---

Formula: C36H41IrN4OPS4
Source: the Open Molecules 2025 dataset
Level of theory: wB97M-V/def2-TZVPD

Values from the calculation:
strongest force on any atom: 1.1 eV/A
energy relative to the best compared isomer or geometry (same formula, charge and spin): 3.0 kcal per mole
LUMO: -8.53 eV

The geometry in ORCA input format:
```
! wB97M-V def2-TZVPD RIJCOSX def2/J DEFGRID3
* xyz 3 1
Ir 0.016 1.202 0.922
C -2.058 0.121 -5.813
C -2.209 -0.008 -4.339
C -3.159 -0.776 -3.706
C -3.198 -0.776 -2.311
N -2.350 -0.047 -1.567
C -1.412 0.651 -2.180
S -0.182 1.576 -1.395
N -1.356 0.676 -3.544
C -4.205 -1.596 -1.578
H -3.006 0.431 -6.253
H -1.799 -0.848 -6.242
H -1.290 0.841 -6.088
H -3.859 -1.360 -4.285
H -0.617 1.220 -3.978
H -5.211 -1.222 -1.776
H -4.009 -1.583 -0.509
H -4.184 -2.628 -1.932
C -3.086 3.359 3.229
C -1.736 2.699 2.901
N -1.765 2.060 1.542
C -2.253 3.088 0.564
C -3.690 3.534 0.887
N -4.081 2.937 2.197
C -4.123 1.443 2.098
C -2.757 0.942 1.588
H -3.037 4.446 3.203
H -3.459 3.049 4.203
H -1.500 1.925 3.623
H -0.941 3.442 2.917
H -2.219 2.648 -0.425
H -1.555 3.922 0.592
H -4.409 3.195 0.144
H -3.770 4.616 0.983
H -5.008 3.277 2.461
H -4.932 1.184 1.417
H -4.367 1.063 3.088
H -2.820 0.520 0.584
H -2.360 0.179 2.254
S 1.136 3.240 1.120
P 1.902 2.583 2.913
S 0.843 0.857 3.128
C 1.574 3.725 4.251
C 0.871 3.339 5.389
C 0.735 4.226 6.448
C 1.295 5.493 6.366
C 1.992 5.882 5.227
C 2.143 4.999 4.174
C 3.671 2.371 2.833
C 4.289 1.734 3.913
C 5.668 1.647 3.956
C 6.430 2.208 2.936
C 5.815 2.848 1.870
C 4.431 2.928 1.811
H 0.452 2.343 5.463
H 0.209 3.923 7.342
H 1.201 6.177 7.198
H 2.431 6.869 5.170
H 2.710 5.300 3.300
H 3.698 1.312 4.719
H 6.153 1.162 4.792
H 7.509 2.152 2.979
H 6.414 3.293 1.087
H 3.954 3.423 0.974
O -0.502 -0.879 0.813
S 0.380 -1.957 1.484
C 2.036 -1.395 1.138
C 2.216 -0.494 0.094
C 3.487 0.017 -0.141
C 4.552 -0.390 0.652
C 4.349 -1.284 1.694
C 3.079 -1.787 1.954
C 0.212 -3.333 0.366
C -0.718 -3.285 -0.657
C -0.842 -4.394 -1.485
C -0.054 -5.515 -1.278
C 0.865 -5.546 -0.236
C 0.998 -4.453 0.604
H 1.403 -0.263 -0.585
H 3.648 0.706 -0.960
H 5.545 -0.009 0.458
H 5.180 -1.581 2.320
H 2.914 -2.459 2.787
H -1.322 -2.399 -0.799
H -1.562 -4.385 -2.293
H -0.157 -6.375 -1.925
H 1.474 -6.424 -0.074
H 1.705 -4.483 1.424
*
```

Need the Löwdin charges? In units of e they are:
1. Ir 0.674
2. C 0.028
3. C -0.215
4. C 0.058
5. C -0.270
6. N 0.108
7. C -0.672
8. S 0.674
9. N 0.125
10. C 0.001
11. H 0.114
12. H 0.115
13. H 0.098
14. H 0.147
15. H 0.156
16. H 0.105
17. H 0.080
18. H 0.103
19. C -0.032
20. C -0.162
21. N -0.301
22. C -0.150
23. C -0.035
24. N -0.081
25. C -0.029
26. C -0.126
27. H 0.150
28. H 0.151
29. H 0.082
30. H 0.086
31. H 0.062
32. H 0.109
33. H 0.148
34. H 0.150
35. H 0.205
36. H 0.146
37. H 0.150
38. H 0.089
39. H 0.126
40. S 0.351
41. P 0.319
42. S 0.400
43. C -0.399
44. C -0.108
45. C -0.054
46. C -0.037
47. C -0.042
48. C -0.072
49. C -0.397
50. C -0.080
51. C -0.047
52. C -0.039
53. C -0.055
54. C -0.103
55. H 0.079
56. H 0.117
57. H 0.122
58. H 0.122
59. H 0.117
60. H 0.116
61. H 0.121
62. H 0.122
63. H 0.121
64. H 0.085
65. O -0.713
66. S 1.078
67. C -0.442
68. C -0.146
69. C -0.035
70. C -0.039
71. C -0.022
72. C -0.068
73. C -0.369
74. C -0.069
75. C -0.054
76. C -0.040
77. C -0.037
78. C -0.062
79. H 0.037
80. H 0.127
81. H 0.122
82. H 0.127
83. H 0.126
84. H 0.078
85. H 0.110
86. H 0.122
87. H 0.124
88. H 0.117

---

Formula: C24H28ClN2O5PV
Source: the Open Molecules 2025 dataset
Level of theory: wB97M-V/def2-TZVPD

Values from the calculation:
expectation value of S²: 0.76
strongest force on any atom: 0.2 eV/A
energy relative to the best compared isomer or geometry (same formula, charge and spin): 0.3 kcal per mole
LUMO (spin up / spin down): -7.83 / -7.26 eV

The geometry in ORCA input format:
```
! wB97M-V def2-TZVPD RIJCOSX def2/J DEFGRID3
* xyz 2 2
V 0.112 -0.294 0.459
Cl -5.620 -2.877 -2.909
C -4.124 -2.510 -2.156
C -3.366 -3.533 -1.581
C -2.155 -3.259 -0.972
C -1.711 -1.952 -0.924
O -0.505 -1.677 -0.344
C -2.452 -0.906 -1.498
C -1.932 0.428 -1.570
N -0.904 0.841 -0.903
C -0.249 2.068 -1.200
C -0.803 3.207 -1.716
C 0.022 4.321 -1.985
C 1.367 4.282 -1.736
C 1.952 3.127 -1.163
C 3.321 2.999 -0.842
C 3.784 1.855 -0.243
C 2.883 0.833 0.068
N 1.597 0.905 -0.254
C 1.121 2.033 -0.883
C -3.664 -1.210 -2.133
H -3.732 -4.551 -1.625
H -1.558 -4.051 -0.541
H -2.399 1.100 -2.288
H -1.864 3.271 -1.919
H -0.425 5.213 -2.401
H 1.993 5.136 -1.962
H 3.999 3.814 -1.067
H 4.825 1.735 0.017
H 3.200 -0.055 0.597
H -4.247 -0.429 -2.603
C -1.072 -2.062 5.994
C 0.024 -2.011 4.958
C 0.157 -3.296 4.173
C 1.341 -1.519 5.516
O -0.489 -0.971 3.948
P 0.258 -0.073 2.975
O 1.205 -0.780 1.977
O -0.789 0.432 1.891
O 1.024 1.087 3.625
C 0.481 2.322 4.310
C 0.315 3.355 3.213
C -0.830 1.997 4.997
C 1.566 2.699 5.295
H -0.815 -2.812 6.742
H -2.022 -2.340 5.541
H -1.183 -1.102 6.498
H 0.457 -4.095 4.852
H 0.918 -3.206 3.397
H -0.796 -3.573 3.724
H 1.693 -2.241 6.253
H 1.226 -0.558 6.017
H 2.105 -1.437 4.740
H -0.442 3.043 2.491
H 1.263 3.519 2.700
H -0.004 4.301 3.650
H -1.596 1.684 4.284
H -1.196 2.891 5.499
H -0.700 1.219 5.749
H 2.512 2.867 4.782
H 1.703 1.918 6.042
H 1.283 3.618 5.808
*
```

Need the Löwdin charges? In units of e they are:
1. V 1.164
2. Cl 0.766
3. C -0.641
4. C -0.031
5. C 0.038
6. C -0.234
7. O -0.115
8. C -0.115
9. C 0.024
10. N 0.019
11. C -0.177
12. C 0.036
13. C -0.017
14. C 0.019
15. C -0.124
16. C 0.062
17. C 0.009
18. C -0.044
19. N 0.018
20. C -0.135
21. C -0.019
22. H 0.129
23. H 0.140
24. H 0.156
25. H 0.130
26. H 0.127
27. H 0.135
28. H 0.142
29. H 0.130
30. H 0.134
31. H 0.131
32. C -0.006
33. C -0.539
34. C -0.011
35. C -0.013
36. O -0.119
37. P 0.342
38. O -0.285
39. O -0.268
40. O -0.120
41. C -0.558
42. C -0.014
43. C -0.013
44. C -0.007
45. H 0.110
46. H 0.101
47. H 0.089
48. H 0.109
49. H 0.087
50. H 0.099
51. H 0.113
52. H 0.084
53. H 0.095
54. H 0.081
55. H 0.093
56. H 0.107
57. H 0.094
58. H 0.112
59. H 0.084
60. H 0.099
61. H 0.090
62. H 0.108

---

Formula: C27H19HgIN3PSe
Source: the Open Molecules 2025 dataset
Level of theory: wB97M-V/def2-TZVPD

Values from the calculation:
expectation value of S²: 0.79
strongest force on any atom: 0.6 eV/A
LUMO (spin up / spin down): 2.67 / 2.52 eV

The geometry in ORCA input format:
```
! wB97M-V def2-TZVPD RIJCOSX def2/J DEFGRID3
* xyz -1 2
Hg 0.335 0.803 0.121
C -3.469 -1.434 5.672
C -3.552 -2.464 4.745
C -2.822 -2.403 3.567
C -2.007 -1.304 3.309
C -1.936 -0.265 4.236
C -2.660 -0.336 5.418
P -0.930 -1.170 1.834
C -1.787 -2.277 0.660
C -1.366 -3.549 0.289
C -2.077 -4.267 -0.665
C -3.208 -3.721 -1.251
C -3.631 -2.447 -0.891
C -2.919 -1.727 0.053
C 0.528 -2.079 2.397
C 0.805 -2.352 3.676
C 2.234 -2.762 3.860
C 3.934 -1.947 2.701
C 3.851 -0.971 1.591
C 4.869 -0.474 0.841
C 4.603 0.135 -0.402
C 3.285 0.191 -0.898
C 2.202 -0.277 -0.203
C 2.412 -0.788 1.217
H -4.037 -1.489 6.593
H -4.182 -3.323 4.943
H -2.884 -3.210 2.848
H -1.294 0.586 4.029
H -2.591 0.468 6.140
H -0.487 -3.982 0.751
H -1.749 -5.259 -0.953
H -3.757 -4.283 -1.998
H -4.501 -2.008 -1.362
H -3.225 -0.721 0.320
H 0.132 -2.235 4.515
H 2.374 -3.584 4.562
H 4.927 -2.384 2.822
H 5.895 -0.601 1.176
H 5.416 0.539 -0.993
H 3.131 0.655 -1.868
Se 1.715 1.751 5.498
N 2.663 0.226 5.482
C 2.665 -0.237 4.272
C 3.276 -1.592 4.077
C 2.780 -2.946 2.433
C 1.765 -2.210 1.526
N 1.755 0.288 1.961
C 1.941 0.567 3.249
N 1.356 1.656 3.755
H 3.937 -1.773 4.921
H 3.038 -3.951 2.102
H 1.576 -2.732 0.586
I -1.790 2.391 -0.411
*
```

Need the Löwdin charges? In units of e they are:
1. Hg 0.618
2. C -0.101
3. C -0.095
4. C -0.083
5. C -0.364
6. C -0.092
7. C -0.083
8. P 1.055
9. C -0.383
10. C -0.089
11. C -0.095
12. C -0.104
13. C -0.087
14. C -0.114
15. C -0.324
16. C -0.025
17. C -0.171
18. C -0.141
19. C -0.120
20. C -0.056
21. C -0.099
22. C -0.184
23. C -0.205
24. C -0.459
25. H 0.095
26. H 0.096
27. H 0.103
28. H 0.094
29. H 0.101
30. H 0.097
31. H 0.097
32. H 0.094
33. H 0.101
34. H 0.078
35. H 0.114
36. H 0.136
37. H 0.142
38. H 0.102
39. H 0.083
40. H 0.077
41. Se 0.899
42. N -0.270
43. C -0.342
44. C -0.121
45. C -0.146
46. C -0.159
47. N -0.047
48. C -0.498
49. N -0.307
50. H 0.131
51. H 0.140
52. H 0.130
53. I -0.221

---

Formula: C15H23N2O4S
Source: the Open Molecules 2025 dataset
Level of theory: wB97M-V/def2-TZVPD

Values from the calculation:
SMILES string: CN1CCC[C@H](OC(=O)c2ccc(S(=O)(=O)[NH+](C)C)cc2)C1
strongest force on any atom: 1.1 eV/A
LUMO: -4.30 eV

The geometry in ORCA input format:
```
! wB97M-V def2-TZVPD RIJCOSX def2/J DEFGRID3
* xyz 1 1
C 6.169 1.782 -0.755
N 5.759 0.416 -0.979
C 4.336 0.198 -1.013
C 3.801 -0.283 0.353
C 4.416 -1.639 0.711
C 5.736 -1.851 -0.038
C 6.491 -0.535 -0.157
H 7.469 -0.696 -0.623
H 6.664 -0.127 0.852
H 6.349 -2.575 0.499
H 5.553 -2.249 -1.036
H 3.704 -2.422 0.447
H 4.584 -1.689 1.788
H 4.038 0.484 1.100
O 2.379 -0.427 0.307
C 1.648 0.662 0.522
O 2.093 1.760 0.750
C 0.184 0.377 0.470
C -0.318 -0.842 0.006
C -1.682 -1.061 -0.012
C -2.523 -0.056 0.445
C -2.048 1.159 0.921
C -0.686 1.373 0.925
H -0.263 2.299 1.284
H -2.740 1.895 1.299
S -4.262 -0.340 0.465
O -4.960 0.444 1.416
O -4.631 -1.675 0.167
N -4.826 0.550 -1.178
H -4.598 1.541 -1.087
C -6.281 0.384 -1.216
H -6.508 -0.681 -1.245
H -6.709 0.873 -2.091
H -6.714 0.808 -0.312
C -4.148 -0.044 -2.326
H -4.542 0.355 -3.262
H -3.079 0.156 -2.277
H -4.315 -1.120 -2.302
H -2.103 -1.995 -0.349
H 0.365 -1.605 -0.329
H 4.100 -0.566 -1.762
H 3.835 1.124 -1.298
H 5.891 2.156 0.240
H 7.252 1.840 -0.855
H 5.717 2.423 -1.510
*
```

Need the Löwdin charges? In units of e they are:
1. C -0.088
2. N -0.222
3. C -0.132
4. C -0.265
5. C -0.116
6. C -0.166
7. C -0.203
8. H 0.124
9. H 0.124
10. H 0.116
11. H 0.116
12. H 0.118
13. H 0.120
14. H 0.155
15. O 0.039
16. C -0.435
17. O 0.143
18. C -0.064
19. C 0.037
20. C -0.031
21. C -0.303
22. C -0.026
23. C 0.036
24. H 0.136
25. H 0.124
26. S 0.792
27. O -0.222
28. O -0.220
29. N -0.221
30. H 0.170
31. C -0.038
32. H 0.110
33. H 0.117
34. H 0.104
35. C -0.034
36. H 0.116
37. H 0.102
38. H 0.110
39. H 0.126
40. H 0.133
41. H 0.130
42. H 0.125
43. H 0.089
44. H 0.089
45. H 0.086

---

Formula: C2H4OS
Source: the Open Molecules 2025 dataset
Level of theory: wB97M-V/def2-TZVPD

Values from the calculation:
SMILES string: C#C.OS
strongest force on any atom: 3.1 eV/A
energy relative to the best compared isomer or geometry (same formula, charge and spin): 88.6 kcal per mole
LUMO: 0.51 eV

The geometry in ORCA input format:
```
! wB97M-V def2-TZVPD RIJCOSX def2/J DEFGRID3
* xyz 0 1
C -2.136 -0.551 -0.077
C -1.549 0.294 0.523
O 1.323 0.614 -0.045
S 2.666 -0.262 0.110
H -2.634 -1.486 -0.248
H 2.005 -1.247 -0.478
H -1.242 1.240 0.657
H 1.568 1.398 -0.442
*
```

Need the Löwdin charges? In units of e they are:
1. C 0.008
2. C -0.010
3. O -0.567
4. S 0.725
5. H 0.022
6. H -0.138
7. H -0.016
8. H -0.024